Record 1
Below is C28H40B2MnO31 as an isolated structure at a distorted geometry, with properties calculated with ωB97M-V with the def2-TZVPD basis set.

The calculation puts the largest force on an atom at 0.02950 Eh/bohr. The spin multiplicity is 6. As for the expectation value of S²: 8.752. The value obtained for the lowest unoccupied orbital energy (spin up / spin down) is -0.4785 / -0.4881 eV. The calculation puts the energy above the lowest of the compared OMol25 structures with the same formula, charge and spin at 91.8 kJ/mol.

XYZ file:
```
102
Properties=species:S:1:pos:R:3:forces:R:3:mulliken_charge:R:1
Mn 0.54290 0.37016 0.39688 -0.697 0.339 -1.304 1.678
O -2.79457 -0.36589 3.15212 -0.242 -0.251 0.586 -0.476
O -5.37714 3.10531 -1.10075 0.248 -0.022 -0.314 -0.624
O -1.55725 0.72947 -0.50624 0.159 -0.321 -0.386 1.001
O -3.61779 -1.06642 -1.67108 0.308 -0.049 -0.026 -0.614
O -2.99821 -0.86126 -6.72913 -0.428 -0.543 -0.168 -0.584
O 0.78960 0.65870 -5.22217 -0.006 -0.312 0.047 -0.626
O -2.79713 2.06628 -7.18329 -0.383 0.123 -0.351 -0.570
O -4.91754 0.71900 -1.30088 -0.192 0.368 0.410 -0.493
O -5.40537 1.81247 0.83621 -0.083 -0.267 -0.153 -0.461
O 2.62186 1.23059 0.30989 -0.265 0.560 0.632 -0.006
O -0.96318 -0.28971 1.88371 0.257 0.221 -0.215 -0.319
O 0.01020 2.49281 0.69681 0.950 -0.182 0.355 -0.876
O 1.67890 -1.09408 1.43301 0.588 0.311 0.284 0.384
O -3.30056 2.08601 -0.31429 -0.086 0.487 -0.111 -0.720
O 0.06230 -1.42094 -0.78303 0.051 0.318 0.724 0.096
O -1.06113 -1.64449 3.62863 0.292 0.492 0.086 -0.099
O -0.59772 1.01087 -3.36130 0.254 -0.035 0.066 -0.074
O -0.52988 -3.51499 -1.30202 0.182 -0.049 -0.222 -0.472
O -0.34703 4.70205 0.76229 -0.103 0.170 0.295 -0.409
O 3.87244 0.13635 -1.11988 -0.358 -0.243 0.022 0.287
O -7.26524 4.27139 -0.70532 -0.226 0.544 -0.180 -0.577
O 3.24486 -1.89545 2.83830 0.286 0.134 0.034 -0.394
O 1.02390 1.04655 -1.80987 0.139 0.121 0.177 -0.136
O -7.11417 2.82521 1.88085 -0.146 0.146 0.436 -0.619
O -1.79348 3.31485 1.65327 -0.036 -0.300 0.197 -0.077
O -1.28788 1.89450 -5.52906 0.001 -0.063 0.005 -0.583
O 1.50991 -3.11700 2.22725 -0.228 -0.159 0.068 -0.179
O 4.75310 1.85829 -0.05255 0.095 0.010 0.029 -0.469
O 2.67436 0.20575 -4.07995 0.488 -0.025 -0.035 -0.581
O 0.87670 -2.36717 -2.58020 0.339 0.158 0.136 0.116
O -1.37245 -0.41569 -5.23378 -0.036 -0.166 0.415 -0.525
C -6.42325 3.49942 -0.39156 -0.052 -0.449 0.608 0.359
C -2.28976 -0.11110 -6.14872 0.395 0.572 -0.141 0.598
C -1.57927 -0.70923 2.83113 -0.087 -0.330 -0.086 0.098
C 2.13418 -1.96924 2.12799 -0.313 -0.343 -0.055 0.369
C 3.68195 1.09583 -0.25413 0.338 -0.307 -0.414 0.046
C 5.03156 -1.16251 -2.76110 -0.635 0.044 -0.809 -0.883
C -1.47193 -1.66077 5.00414 -1.194 -0.618 0.551 -0.291
C 4.58190 3.01054 0.78575 -0.157 -0.312 0.193 -0.706
C -2.20296 1.41902 -6.38920 0.457 0.032 0.584 0.555
C 4.01366 -0.68082 2.72140 -0.311 -0.007 0.396 -0.540
C 5.17462 -0.21888 -1.60023 0.761 -0.380 -0.106 -0.320
C -2.72996 4.39960 1.77594 -0.369 1.104 0.374 -0.508
C -3.89832 3.87853 2.58566 0.342 0.022 -0.077 -0.203
C -0.53371 -2.58168 5.73594 0.743 0.049 -0.372 -1.153
C 2.41623 -3.41379 -4.06746 0.628 0.945 0.478 -1.037
C -3.55302 0.49391 2.28409 -0.270 0.384 0.015 -0.215
C 1.52806 0.53297 -4.15114 -0.494 0.519 -0.090 0.032
C 0.84925 4.93030 0.04224 0.586 0.163 -0.899 -0.601
C -6.38801 2.70402 0.94980 -0.232 -0.117 -0.804 0.686
C 3.04635 -4.97741 1.99701 0.404 -0.281 -0.026 -1.225
C 0.13693 -2.38825 -1.49207 -0.394 -0.267 -0.722 0.019
C 2.10877 -4.23042 2.91513 0.087 -0.448 -0.067 -0.229
C -0.65928 3.44447 1.01721 -0.547 0.245 -0.043 0.186
C -1.49668 -3.53709 -0.25169 -0.099 -0.320 0.804 -0.386
C 1.05700 -3.52218 -3.41797 -0.018 -0.626 -0.437 -0.300
C -3.78237 0.06547 -1.31753 0.032 -0.484 -0.180 0.413
C 0.63908 0.91335 -2.94895 -0.639 -0.427 0.073 0.261
C -2.70840 0.98905 -0.70648 -0.010 -0.112 0.181 0.187
B -0.65415 0.78960 -4.83641 0.113 0.233 -0.448 1.116
B -4.75695 1.94816 -0.47980 -0.381 0.093 -0.544 1.551
H 3.22620 -3.66550 -3.37447 -0.193 -0.434 -0.106 0.312
H -0.79457 -2.69997 6.78383 -0.056 0.136 0.042 0.422
H 2.58637 -3.89967 3.83357 0.020 0.045 -0.009 0.370
H -4.34532 3.03295 2.06541 0.162 0.281 0.415 -0.697
H 2.50404 -3.97708 -4.99052 -0.090 -0.208 0.052 0.454
H -3.04629 4.79299 0.80712 0.114 -0.553 -0.225 0.323
H 5.69985 -0.73101 -0.78623 0.013 0.250 0.070 0.253
H -4.65215 4.65031 2.73230 0.015 0.076 -0.135 0.470
H -1.56926 -0.64885 5.39887 0.537 0.062 -0.031 0.375
H 5.74619 0.65401 -1.90854 -0.128 0.156 0.195 0.315
H 4.32409 -1.96824 -2.56006 0.230 -0.029 0.283 -0.002
H 0.79920 5.95618 -0.31193 -0.116 -0.027 -0.023 0.334
H -2.25655 5.25978 2.26016 0.150 -0.288 0.163 0.498
H 2.62213 -5.08873 0.99969 -0.126 0.082 0.018 0.260
H 1.75793 4.82963 0.63571 -0.239 -0.191 0.363 0.219
H 3.36218 0.18308 2.83661 -0.013 0.003 -0.217 0.203
H -0.54892 -3.56618 5.26527 -0.177 -0.017 0.038 0.244
H -4.05608 -0.09257 1.51808 0.221 -0.198 0.051 0.273
H 0.91588 4.24482 -0.80369 -0.019 0.058 0.026 0.185
H 4.53420 -0.66634 1.76870 0.030 0.044 -0.045 0.095
H 5.99296 -1.57403 -3.06123 0.130 -0.063 0.256 0.477
H -2.93820 1.27749 1.84708 0.095 -0.256 0.141 -0.144
H 0.96282 -4.42518 -2.81825 -0.025 0.017 0.005 0.362
H -2.42992 -3.08080 -0.56160 -0.012 0.147 -0.242 0.193
H 5.56947 3.29317 1.13198 0.083 0.056 -0.176 0.317
H 4.02695 -4.50919 1.90544 -0.076 0.122 0.008 0.304
H 0.49889 -2.23132 5.64122 -0.073 0.074 0.236 0.242
H -1.64585 -4.58901 -0.01191 -0.065 0.034 -0.198 0.343
H 1.28358 -4.89053 3.17096 -0.211 0.239 0.012 0.335
H -1.13163 -3.05037 0.65389 0.155 0.157 -0.189 -0.034
H 4.61545 -0.65589 -3.63642 0.148 0.048 0.253 0.216
H -2.48230 -2.07447 5.11319 0.050 0.041 -0.425 0.280
H 2.62962 -2.36096 -4.28726 -0.312 -0.110 -0.295 0.091
H 3.96522 2.75188 1.64481 -0.098 0.100 -0.058 0.289
H 4.70285 -0.70476 3.55918 0.154 -0.086 -0.119 0.391
H -4.32637 0.94558 2.90025 0.140 -0.159 0.073 0.341
H -3.54818 3.57752 3.57379 -0.052 -0.128 0.005 0.288
H 3.20588 -5.98753 2.38144 0.022 0.074 0.057 0.409
H 4.11875 3.79759 0.19928 -0.014 0.143 0.069 0.239
H 0.28612 -3.54321 -4.18918 -0.179 0.211 0.191 0.277
```
Positions in Å, forces in eV/Å.

---

Record 2
Below is C28H40Br39F5NO7PS as an isolated structure at a distorted geometry, with properties calculated with ωB97M-V with the def2-TZVPD basis set.

The calculation puts the largest force on an atom at 0.17926 Eh/bohr. The value obtained for the lowest unoccupied orbital energy is -0.7062 eV. The calculation puts the energy above the lowest of the compared OMol25 structures with the same formula, charge and spin at 510.4 kJ/mol.

XYZ file:
```
122
Properties=species:S:1:pos:R:3:forces:R:3:mulliken_charge:R:1
Br -5.34186 5.88175 10.68427 -0.042 -0.189 0.142 -0.003
Br 10.86673 -1.47189 -1.70618 0.119 -0.186 0.181 -0.098
Br 7.73420 -6.47835 5.56404 -0.172 0.204 -0.053 -0.020
Br 10.90852 -7.66276 -6.81340 -0.124 0.043 -0.192 -0.003
Br -10.47094 0.99111 5.38219 -0.041 0.233 0.080 -0.015
Br 6.60340 3.66589 -1.46184 0.024 -0.228 -0.059 -0.050
Br 0.10904 13.11567 2.46449 0.133 -0.071 0.239 -0.011
Br -0.30278 6.69827 0.35151 0.110 0.365 -0.047 0.010
Br -12.17589 3.47375 6.46466 0.168 -0.112 -0.055 -0.016
Br 1.09182 9.54545 0.79675 -0.162 -0.145 0.008 -0.040
Br 7.33711 -4.15454 1.28114 -5.277 -2.687 -0.067 0.076
Br -9.06092 3.83374 5.82228 -0.208 -0.036 0.018 0.016
Br -4.21763 2.29194 7.97112 -0.252 -0.048 0.008 -0.021
Br 11.88877 -1.52704 1.33728 -0.154 -0.085 -0.184 -0.075
Br -4.41149 3.18010 12.12846 -0.150 0.196 -0.005 -0.008
Br 9.25390 -8.82313 -9.29418 0.093 0.199 0.128 -0.004
Br 6.96272 -2.43242 -1.42510 0.539 -0.544 -0.011 0.264
Br 4.69568 -5.51277 5.85237 0.250 0.073 -0.090 -0.007
Br -2.06317 4.44185 2.48183 -0.378 0.438 0.588 0.040
Br -6.66833 1.02082 6.34774 0.163 0.055 0.191 -0.040
Br 0.94219 10.96178 4.68866 -0.004 0.222 -0.083 -0.007
Br 5.63386 0.74153 -2.32390 0.230 0.220 0.110 0.056
Br 6.19091 -5.55408 -1.37437 -0.062 0.065 0.069 -0.072
Br 9.33724 -3.30429 0.47954 8.320 3.900 0.737 0.180
Br -17.37533 2.94403 3.44289 0.129 -0.051 0.209 -0.012
Br -7.39256 4.27274 12.54179 0.211 0.049 -0.046 -0.014
Br -16.06450 3.91559 6.19665 -0.032 -0.155 -0.140 -0.033
Br -4.63701 3.72078 4.24196 0.077 0.102 -0.076 0.001
Br 6.73865 -3.84787 4.03512 -0.274 0.055 1.231 0.003
Br 4.61912 -8.34693 -4.12641 0.245 0.097 -0.067 -0.016
Br -16.54250 0.79580 5.66604 0.025 0.236 -0.086 -0.001
Br 7.63245 -9.33711 -4.56013 -0.162 0.196 -0.043 -0.019
Br 1.40349 14.08355 5.22817 -0.043 -0.192 -0.153 -0.040
Br 6.56448 -6.73251 -6.09020 -0.059 -0.125 0.165 0.021
Br -2.02521 9.17652 1.41875 0.227 -0.080 -0.054 -0.009
Br 10.62587 -5.93669 -9.49421 -0.074 -0.181 0.134 -0.020
Br -3.44136 6.69233 4.29643 -0.028 -0.206 -0.069 -0.062
Br 8.51013 1.15280 -0.92085 -0.363 0.130 -0.182 -0.017
Br -7.02778 1.81023 9.42744 0.078 0.043 -0.231 -0.043
S -2.68661 -4.44406 -4.01873 0.976 -3.020 -3.362 1.142
P 2.04775 -0.88356 -2.52902 1.007 -0.987 -1.515 0.964
F -0.22241 3.39495 0.38111 -0.250 -0.748 -1.262 -0.230
F -2.56784 2.06210 0.99512 0.861 -1.076 -1.073 -0.238
F -0.83173 0.67088 0.88958 -0.576 0.816 -0.594 -0.322
F -1.67370 3.38032 -1.29505 0.921 -0.560 0.658 -0.281
F 0.10508 2.08379 -1.39784 -0.661 0.625 0.919 -0.122
O -2.34206 -4.24698 -5.41479 -0.496 1.603 1.358 -0.575
O 2.46427 -1.88176 -3.56269 -0.602 0.460 1.074 -0.839
O 3.01033 -0.99358 -1.19163 -1.353 0.464 -1.643 -0.409
O -1.19349 -4.31554 -3.26652 -3.254 1.831 -0.219 -0.452
O 2.17741 0.61285 -3.26769 -0.673 -1.685 1.656 -0.368
O -3.25815 -5.76303 -3.89749 -0.128 1.576 1.978 -0.661
O -3.58209 -3.26146 -3.28911 2.254 -2.376 -0.525 -0.560
N -4.03904 -1.92643 -6.04884 -0.223 0.126 0.986 -0.658
C -2.58114 -2.25733 -2.78257 -1.554 0.993 -2.015 1.173
C 3.88605 -2.15439 -1.20644 0.940 -1.041 1.035 -0.301
C -0.03173 -2.70758 -1.84565 0.374 -0.069 -0.141 -1.134
C 6.53184 -4.96641 5.60273 0.023 -0.084 0.170 -0.343
C -0.28806 8.32858 1.38822 0.006 -0.019 0.074 -0.274
C -1.66660 1.46628 0.13392 0.039 0.124 -1.145 1.031
C 7.37063 -4.17333 -0.67473 -2.123 -0.612 -1.286 -0.502
C -0.82166 2.61137 -0.55860 -0.353 0.074 0.654 0.261
C 3.15753 -3.51305 -0.93774 -0.282 -0.236 -0.277 -0.986
C -3.45898 -1.56732 -1.65336 1.181 -1.500 0.874 -1.659
C 6.44172 -7.81630 -4.49243 0.055 -0.061 0.061 0.164
C -6.13810 2.22576 7.76281 0.052 0.079 -0.012 -0.197
C -3.81172 -1.09670 -4.84879 0.933 0.742 -0.685 -0.759
C -2.41853 -1.36883 -4.11025 0.142 0.925 1.095 -0.290
C -16.14510 2.51159 4.86973 0.062 -0.035 -0.039 -0.266
C -2.38167 0.65364 -1.00325 -0.834 -0.179 1.276 -0.941
C -1.43005 -3.20577 -2.34518 0.725 -0.516 3.106 -0.110
C 1.43437 0.56043 -4.50623 -0.560 0.801 -1.665 0.243
C 2.33729 0.51274 -5.78892 -0.006 -0.226 -0.406 -1.262
C 9.79080 -7.23594 -8.33086 -0.041 0.006 0.002 0.038
C -5.54253 4.74413 12.23497 0.031 -0.020 0.012 -0.328
C -2.63405 -0.83056 -0.54014 -1.194 0.926 -0.275 -0.458
C 7.15513 1.91658 -2.07359 0.073 0.028 -0.005 -0.338
C -3.71514 5.09490 3.23992 0.061 0.008 -0.032 -0.357
C 0.28577 -1.17867 -1.94034 0.936 0.681 0.745 1.023
C 1.33465 12.68354 3.89707 0.011 0.008 -0.073 -0.298
C -10.44221 2.62045 6.42264 0.031 -0.055 0.082 -0.275
C 11.05334 -2.53032 -0.09072 0.367 -0.068 -0.390 -0.456
H -1.89878 0.76030 -1.99792 -0.018 -0.118 0.926 0.047
H -3.39906 1.12348 -1.10328 0.972 -0.323 0.031 0.650
H 6.80494 -4.36331 6.46174 -0.031 -0.061 -0.133 0.364
H -3.75526 -0.03596 -5.22487 -0.030 -0.884 0.494 0.347
H -5.21334 5.31647 13.09494 -0.054 -0.069 -0.123 0.340
H 4.53471 -2.17822 -2.11156 -1.109 0.049 0.541 0.210
H 0.25158 -0.75546 -0.90132 -0.074 -0.103 -1.017 0.207
H -1.86377 -3.74051 -1.44782 0.159 0.697 -0.697 0.481
H 0.72764 -0.30201 -4.55993 0.587 0.535 0.277 -0.084
H 2.84149 -4.02894 -1.88401 0.151 0.678 0.813 0.220
H -4.35844 5.36909 2.41104 0.089 -0.020 0.116 0.376
H 11.71963 -3.35398 -0.33164 0.006 0.183 0.026 0.397
H -3.31246 -0.75636 0.35541 0.699 -0.105 -0.742 0.625
H -10.19937 2.34234 7.44291 -0.007 0.030 -0.138 0.319
H -2.02827 -0.34215 -3.85469 -0.170 -1.049 0.000 -0.038
H -0.05104 8.05267 2.41038 -0.046 0.038 -0.127 0.310
H 3.41814 0.69138 -5.57713 -0.909 -0.046 0.066 0.208
H -4.68190 -1.12199 -4.15288 0.686 -0.237 -0.568 0.327
H 2.26199 -3.34757 -0.27981 0.826 -0.083 -0.596 0.223
H 0.75262 -3.30689 -2.38186 -0.838 0.652 0.231 0.399
H -0.38188 -0.56980 -2.58466 0.432 -0.636 0.356 -0.776
H 8.36458 -4.43118 -0.98991 -0.461 -0.507 -0.311 0.383
H 7.61200 2.05038 -3.04782 -0.065 -0.014 0.134 0.379
H 8.88748 -6.78016 -7.94077 0.125 -0.080 -0.029 -0.035
H -1.65574 -1.83238 -4.78339 -0.773 0.262 0.379 0.667
H 0.07464 -3.00947 -0.76997 -0.208 0.303 -0.993 0.279
H 4.59210 -2.01057 -0.34794 -0.908 0.335 -0.699 0.607
H -3.97512 -2.43075 -1.14728 0.437 0.749 -0.526 0.442
H 0.80362 1.48949 -4.57892 0.663 -0.759 0.466 0.412
H -4.38308 -2.83945 -5.74445 0.338 0.289 -0.427 0.286
H -6.46066 3.21998 7.47026 0.017 -0.132 0.028 0.284
H -3.13732 -2.06604 -6.51026 -0.513 -0.183 0.138 0.351
H 6.76496 -7.19633 -3.66329 -0.033 -0.057 -0.135 -0.164
H -15.15775 2.43587 4.42701 -0.123 0.015 0.073 0.293
H -4.27415 -0.94126 -2.08330 0.893 -0.310 0.158 0.324
H 2.26504 -0.47705 -6.30847 0.103 0.739 0.655 0.291
H 1.99502 1.27603 -6.53975 0.319 -0.581 0.816 0.378
H 2.32385 12.61312 3.45858 -0.136 -0.005 0.062 0.349
H 3.80919 -4.25428 -0.40584 -0.369 0.927 -0.391 0.289
H -1.72838 -1.37018 -0.18896 -0.607 0.357 -0.559 0.349
```
Positions in Å, forces in eV/Å.